A molecular structure, C32H36F4N6OPdTe in a non-equilibrium geometry, computed with wB97M-V/def2-TZVPD.

```
81
Properties=species:S:1:pos:R:3:forces:R:3
Pd 1.6081 1.2109 -0.9814 1.7 -0.4 1.3
C 3.8534 -0.3756 0.1720 0.1 0.0 0.1
N 3.7331 0.8032 -0.7130 -0.6 -0.1 -0.3
C 4.4901 1.9377 -0.1567 0.0 0.1 0.1
C 4.2750 0.4936 -2.0450 0.1 0.0 -0.1
C 3.3925 -0.4760 -2.7856 0.1 0.1 -0.1
N 2.0500 0.0888 -2.8342 -0.8 0.5 -0.1
C 1.1730 -0.3839 -3.7328 0.1 -0.1 -0.3
C 0.0299 0.3864 -4.0935 0.0 -0.1 -0.1
F -0.0904 1.6167 -3.6416 0.1 0.1 0.1
C -0.9219 -0.0814 -4.9708 0.0 0.0 0.0
F -1.9585 0.6948 -5.2627 0.0 0.0 0.0
C -0.8006 -1.3247 -5.5642 0.0 0.0 0.0
C 0.3207 -2.0876 -5.2745 0.0 0.0 0.0
F 0.4703 -3.2804 -5.8391 0.0 0.0 0.0
C 1.2806 -1.6462 -4.3968 0.0 0.1 0.0
F 2.2888 -2.4681 -4.1144 0.0 0.0 0.0
H 4.8768 -0.7628 0.1479 0.0 0.0 0.0
H 3.1629 -1.1571 -0.1389 0.0 0.0 0.0
H 3.6021 -0.0906 1.1887 0.0 0.0 0.0
H 5.5585 1.7036 -0.1406 0.0 0.0 0.0
H 4.1718 2.1446 0.8591 0.0 0.0 0.0
H 4.3298 2.8226 -0.7705 0.0 0.0 0.0
H 5.2895 0.0912 -1.9515 0.0 0.0 0.0
H 4.3264 1.4235 -2.6132 0.0 0.0 0.0
H 3.3869 -1.4675 -2.3275 0.0 0.0 0.1
H 3.7841 -0.5972 -3.7970 0.0 -0.1 0.0
H -1.5529 -1.6891 -6.2502 0.0 0.0 0.0
N 1.5598 1.4766 1.0562 -0.1 0.4 -0.5
C 1.8705 2.4360 1.6978 0.1 -0.2 -0.2
N 2.0947 3.4449 2.3792 -0.4 0.3 0.2
C 3.1465 3.7221 3.1365 0.2 -0.1 -0.1
N 4.0570 4.0135 3.7811 0.0 0.0 0.0
C 0.1457 3.8650 -1.8796 0.0 0.0 0.1
C -0.6695 3.0471 -0.8962 0.2 0.1 -0.2
O -1.5862 3.5488 -0.2810 -0.1 0.0 0.0
N -0.3297 1.6919 -0.8172 0.2 -0.8 0.2
Te -1.2312 0.9554 0.8859 -1.6 0.8 -0.2
C -0.5803 0.0401 2.6983 0.7 0.0 -0.4
C -0.0158 -1.2247 2.8169 0.0 -0.1 0.1
C 0.3489 -2.0598 1.6296 0.0 0.0 0.0
C 0.2151 -1.7162 4.0972 0.0 0.0 0.0
C -0.0595 -0.9587 5.2261 0.0 0.0 0.0
C 0.1998 -1.4935 6.6057 0.0 0.0 0.0
C -0.5581 0.3281 5.0567 0.0 0.0 0.0
C -0.8162 0.8740 3.8046 -0.1 -0.1 0.1
C -1.3141 2.2978 3.7359 0.0 0.0 -0.1
C -2.4855 -0.5162 0.0158 0.1 0.1 0.0
C -2.1159 -1.4008 -0.9989 0.0 -0.1 0.0
C -0.7167 -1.5558 -1.5202 0.0 0.1 0.0
C -3.0999 -2.2140 -1.5567 0.0 0.0 0.0
C -4.4183 -2.1729 -1.1343 0.0 0.0 0.0
C -5.4644 -3.0595 -1.7476 0.0 0.0 0.0
C -4.7553 -1.2756 -0.1282 0.0 0.0 0.0
C -3.8210 -0.4322 0.4550 0.0 -0.1 0.0
C -4.2873 0.5258 1.5228 0.1 0.0 0.0
H -0.0018 4.9162 -1.6486 0.0 0.0 0.0
H -0.2050 3.6718 -2.8916 0.0 0.1 0.1
H 1.2090 3.6197 -1.8381 0.0 0.0 0.0
H 0.7312 -1.4299 0.8245 0.0 0.0 0.0
H -0.5213 -2.6059 1.2590 0.0 0.0 0.0
H 1.1179 -2.7857 1.8906 0.0 0.0 0.0
H 0.6369 -2.7084 4.2103 0.0 0.0 0.0
H 0.6039 -2.5033 6.5719 0.0 0.0 0.0
H -0.7220 -1.5135 7.1885 0.0 0.0 0.0
H 0.9076 -0.8575 7.1388 0.0 0.0 0.0
H -0.7430 0.9414 5.9313 0.0 0.0 0.0
H -1.3637 2.7138 4.7396 0.0 0.0 0.0
H -2.3064 2.3693 3.2892 0.0 0.0 0.0
H -0.6521 2.9346 3.1456 0.0 0.0 0.0
H -0.1710 -0.6131 -1.5028 -0.1 -0.1 0.0
H -0.7384 -1.9270 -2.5455 -0.1 0.0 0.0
H -0.1547 -2.2789 -0.9312 0.0 -0.1 0.0
H -2.8185 -2.9041 -2.3449 0.0 0.0 0.0
H -5.0315 -3.7392 -2.4794 0.0 0.0 0.0
H -6.2312 -2.4634 -2.2445 0.0 0.0 0.0
H -5.9631 -3.6544 -0.9817 0.0 0.0 0.0
H -5.7855 -1.2143 0.2039 0.0 0.0 0.0
H -5.3669 0.4610 1.6400 0.0 0.0 0.0
H -4.0404 1.5589 1.2718 0.0 0.0 0.0
H -3.8330 0.2953 2.4904 0.0 0.0 0.0
```
Positions in Å, forces in eV/Å.

- relative energy (zero: lowest compared OMol25 entry of this formula, charge and spin) (kcal per mole) = 28.1
- charge = +1
- HOMO-LUMO gap (alpha / beta) (eV) = 7.654 / 5.814
- LUMO energy (alpha / beta) (eV) = -3.76 / -5.59
- multiplicity = 2
- maximum force (eV Å⁻¹) = 2.175

Atomic partial charges in e from the Löwdin method, atoms 1 to 6:
1. Pd 0.93
2. C -0.07
3. N -0.36
4. C -0.06
5. C -0.19
6. C -0.18

=====

C5H9N3 in the gas phase in a non-equilibrium geometry, computed with wB97M-V/def2-TZVPD.

```
17
Properties=species:S:1:pos:R:3:forces:R:3
N -1.8298 0.7156 -1.8808 0.7 -0.5 -1.3
N -1.3763 1.0733 -0.6247 0.4 0.0 0.7
C -0.3603 0.4136 -0.2600 0.1 0.0 -0.8
N 0.3601 -0.5725 -1.0687 -0.5 -0.1 0.5
C 1.3409 -1.2874 -0.1391 1.0 0.1 -0.4
C 0.7525 -0.8909 1.1939 -0.6 -0.8 0.9
C 0.6750 0.1513 2.3349 -1.2 -1.2 0.0
C 0.4955 0.5784 0.9183 -1.3 -0.5 0.8
H -2.4737 1.4141 -2.1708 -0.8 0.5 -0.1
H -1.0516 0.7799 -2.5663 -0.4 -0.3 0.5
H -0.2980 -1.1725 -1.5983 0.7 0.4 0.5
H 2.3877 -0.9004 -0.2639 -1.0 -0.2 -0.2
H 1.3577 -2.3754 -0.3483 -0.1 0.6 0.1
H -0.1761 -1.4820 1.2492 0.0 0.6 0.0
H -0.1905 -0.0466 3.0239 1.0 0.2 -0.9
H 1.5446 0.5033 2.8341 0.6 0.5 0.2
H 1.4007 0.9746 0.5730 1.4 0.8 -0.4
```
Positions in Å, forces in eV/Å.

- relative energy (zero: lowest compared OMol25 entry of this formula, charge and spin) (kcal per mole) = 103.2
- charge = 0
- HOMO-LUMO gap (eV) = 9.345
- LUMO energy (eV) = 1.08
- maximum force (eV Å⁻¹) = 1.682
- SMILES string = N/N=C1\NC[C@H]2C[C@H]12

Atomic partial charges in e from the Löwdin method, atoms 1 to 6:
1. N -0.03
2. N 0.00
3. C -0.36
4. N 0.03
5. C -0.16
6. C -0.22

=====

2 unconnected molecules or ions with the total composition C4H10O2, computed with wB97M-V/def2-TZVPD.

```
16
Properties=species:S:1:pos:R:3:forces:R:3
C -1.4289 -1.4633 -1.8869 -0.2 -0.2 -0.2
O -0.5148 -0.5926 -1.2740 0.0 0.1 0.0
C -0.2624 -0.9554 0.0741 0.1 -0.1 0.3
C 0.7675 -0.0662 0.6521 0.3 -0.4 -0.4
O 0.3911 0.7860 1.5558 -0.7 -0.1 0.2
C 1.0827 1.7472 2.0865 0.4 0.4 0.3
H -1.5399 -1.1392 -2.9242 0.0 -0.1 0.1
H -1.0705 -2.5057 -1.8736 0.0 0.2 0.0
H -2.4143 -1.4327 -1.3945 0.1 0.0 -0.1
H -1.1815 -0.8751 0.6772 0.1 0.0 -0.1
H 0.0640 -2.0102 0.1030 0.0 0.1 0.0
H 1.8085 -0.0603 0.3429 -0.1 0.0 0.0
H 0.7211 1.9377 -0.6718 0.0 0.2 0.1
H 0.5837 2.2894 2.8744 0.1 -0.1 -0.1
H 2.1432 1.8178 1.8695 -0.1 0.0 0.0
H 0.8504 2.5225 -0.2102 0.0 -0.1 -0.2
```
Positions in Å, forces in eV/Å.

- relative energy (zero: lowest compared OMol25 entry of this formula, charge and spin) (kcal per mole) = 124.6
- charge = 0
- HOMO-LUMO gap (alpha / beta) (eV) = 8.232 / 8.304
- LUMO energy (alpha / beta) (eV) = 0.81 / 0.80
- maximum force (eV Å⁻¹) = 0.680

Atomic partial charges in e from the Löwdin method, atoms 1 to 6:
1. C -0.13
2. O -0.20
3. C -0.22
4. C -0.17
5. O -0.12
6. C -0.07